This record from the Open Molecules 2025 dataset describes 12 unconnected molecules or ions with the total composition C26H76O26S7 in a non-equilibrium geometry. The level of theory is ωB97M-V with the def2-TZVPD basis set.

```
135
Properties=species:S:1:pos:R:3:forces:R:3
S -4.33846 11.66753 6.37249 -0.87 2.17 -1.97
S 0.55958 13.92133 14.28593 -0.19 0.37 0.63
S -1.12876 18.41968 10.91832 -0.43 -1.52 -0.24
S -3.61011 7.57614 9.62788 0.13 2.29 -1.60
S 0.14042 15.86148 5.51495 0.03 1.32 -0.84
S 0.13463 10.05826 6.70264 1.15 0.63 -0.23
S -4.99115 15.94741 8.70251 -0.01 -0.42 0.81
O 4.14945 11.35818 9.45469 -0.74 0.39 -0.20
O -6.28118 15.00007 8.34896 2.47 0.36 1.30
O -0.92420 17.15068 12.04374 -1.42 0.99 -3.02
O 0.13071 12.98279 9.94482 1.28 -1.96 0.88
O -5.74469 12.56705 6.30294 1.53 0.06 1.62
O 0.40338 9.14282 7.80037 -0.52 0.85 -1.44
O -3.39170 11.50149 13.28852 0.78 -1.38 -0.36
O -3.14526 6.65516 10.63200 -0.43 0.58 -1.02
O 0.35720 15.05032 15.23901 0.60 -2.91 -2.41
O 0.62471 9.26367 5.29338 -0.78 0.77 3.58
O -4.40016 16.46551 7.47354 -0.69 -0.55 1.24
O -2.32828 19.17587 11.24731 1.55 -1.00 -0.26
O 0.05388 9.05068 12.24392 0.28 1.05 0.84
O -4.13091 15.22458 9.64743 -1.60 0.87 -1.60
O -1.18857 10.67620 6.57772 1.81 -1.15 -0.24
O 0.07549 12.49550 14.99931 1.94 1.33 -1.28
O -3.97264 11.59723 7.77673 -0.68 -0.23 -1.87
O 1.87641 15.11363 9.00355 -0.38 -2.27 -1.50
O 0.79909 15.72719 3.99574 -0.81 0.01 1.37
O 1.19343 16.30038 6.43675 -1.46 -0.72 -1.82
O -4.53548 10.54378 5.47238 0.45 0.59 1.58
O 0.15763 19.03908 10.77511 -0.66 0.20 0.21
O -5.01610 7.89903 9.39177 1.93 -1.12 0.28
O 1.88331 13.63215 13.67350 -3.18 0.54 1.42
O -0.62528 14.66983 5.84462 0.70 1.19 -0.36
O -2.84643 7.14573 8.18597 -0.92 -0.72 3.15
C -3.68705 12.10392 12.02571 -0.73 2.05 1.20
C -7.76775 12.06147 5.16540 -0.77 0.89 -1.06
C -1.00850 17.33853 5.18209 0.95 -1.51 0.79
C 0.07632 10.44386 12.18953 0.48 -0.39 -1.57
C -3.28843 12.90557 5.45586 -0.53 -0.89 1.06
C -2.82808 9.27004 9.97813 -0.05 -1.12 -0.80
C -6.43294 12.78487 5.07816 0.30 -2.05 -0.68
C 0.04639 13.56162 3.16412 -0.81 -0.48 0.34
C -0.76608 13.92438 12.97909 0.64 0.39 0.84
C 1.95429 10.29978 3.52777 0.33 0.25 0.26
C 3.10010 12.14681 10.05443 1.29 -1.16 -0.08
C 2.08034 16.11450 9.89589 0.22 1.85 1.15
C -2.50435 7.20753 5.83923 0.82 -0.08 -0.15
C 0.73104 17.71389 13.66044 -0.37 0.56 1.15
C -7.26378 15.51070 7.47023 -0.83 -0.26 -0.26
C -1.39480 17.40558 9.38977 -0.24 -0.38 0.92
C 0.53874 9.99678 4.09154 0.97 -0.25 -1.50
C -0.96868 11.28170 16.76435 0.12 -0.29 0.23
C 1.38866 11.44166 6.74949 -0.86 -0.73 -0.57
C -3.25842 7.78543 6.99430 -0.60 1.61 -0.29
C -1.04449 13.15353 9.24256 -1.25 2.17 0.14
C -0.80311 17.58985 13.37051 2.55 0.58 1.03
C -0.03681 15.07120 2.97160 0.85 -0.77 0.28
C -1.07642 12.44388 15.78275 -2.08 -0.48 1.89
C -5.93653 17.26397 9.55395 0.20 -0.66 -0.24
C -8.56531 14.76790 7.79995 -0.03 0.07 -1.11
H 0.05018 9.25931 3.45471 -0.23 0.54 -0.47
H -0.17289 12.98932 2.26274 -0.09 0.26 -0.20
H -1.50925 17.42479 6.14641 -0.08 0.33 -0.15
H -7.94544 11.66320 4.16644 -0.21 -0.43 0.12
H -0.88471 10.76204 12.59362 -0.55 0.33 0.72
H 3.57891 12.62316 10.90995 -0.64 0.84 -0.10
H 2.60467 12.75406 9.29687 0.48 0.21 0.33
H -6.17452 17.93763 8.73076 -0.07 0.32 0.53
H -0.46280 16.91450 9.10996 0.09 0.34 0.13
H 0.86199 17.95138 14.71616 -0.16 -0.38 0.33
H -0.58779 14.75992 12.30220 0.18 -0.22 -0.13
H 1.30572 18.53164 13.22555 -0.60 -0.01 -0.81
H -1.34077 18.52287 13.53934 -0.02 -0.01 0.02
H 2.65477 10.70661 4.25709 -0.33 0.10 0.50
H -2.60519 7.81397 4.93914 -0.52 -0.03 0.02
H -0.17616 11.43247 17.49735 0.20 -0.02 -0.23
H 2.50870 9.44059 3.15024 -0.54 -0.33 -0.04
H -1.71230 12.29236 9.26505 0.51 -0.23 -0.25
H -1.29712 13.33034 16.37737 0.72 0.44 -0.16
H 0.70026 13.75547 9.95866 -0.06 0.47 -0.59
H -0.92269 13.61026 8.26038 0.23 -0.67 -0.50
H -3.74638 13.12986 4.49249 -0.04 -0.47 0.03
H -9.34137 15.27338 7.22521 -0.26 0.06 0.18
H -1.18490 16.82264 14.04410 -0.25 -0.04 -0.24
H -2.90500 12.04031 11.26911 0.08 -0.52 0.31
H -6.82099 16.78310 9.97180 -0.08 -0.06 -0.37
H -6.52770 13.81235 4.72686 0.12 0.37 0.92
H 1.98346 11.04869 2.73632 -0.54 -0.09 -0.18
H 1.63364 15.84401 10.85265 0.16 0.10 0.14
H -0.77939 12.93735 12.51682 0.37 0.33 -0.18
H -1.07113 15.41288 3.01058 0.04 0.10 0.19
H 0.98512 13.16526 3.55115 0.28 0.57 -0.14
H -1.79704 17.98885 8.56145 0.24 0.51 0.37
H -0.07409 10.89212 4.19598 -0.05 -0.04 -0.01
H -8.83859 14.75858 8.85509 0.27 0.32 -0.03
H -7.87568 11.28664 5.92440 0.45 0.11 -0.14
H -1.99943 12.29809 15.22159 0.25 -0.08 -0.76
H -0.70358 13.29689 3.90949 0.01 -0.22 -0.06
H 1.27176 16.78349 13.48700 -0.25 -0.03 -0.13
H -2.99934 8.83468 7.13590 0.05 0.23 -0.41
H -1.73091 17.12642 4.39391 0.20 -0.25 0.12
H -5.85276 12.31464 4.28419 0.10 -0.19 -0.08
H 1.32164 11.97660 5.80215 -0.26 0.00 0.02
H -7.44744 16.57922 7.58266 0.21 0.07 0.31
H 0.87821 10.87029 12.79220 0.12 -0.11 1.13
H -3.30719 13.82722 6.03749 0.33 -0.21 0.20
H -6.86079 15.38303 6.46554 -0.50 -0.22 -0.19
H -4.67275 11.91789 11.59923 0.14 -0.66 0.02
H -2.75183 6.16571 5.63553 -0.10 0.10 -0.01
H -2.81854 9.95870 9.13329 -0.54 -0.43 -0.44
H -1.56461 13.96152 9.75707 -0.80 0.10 0.16
H 2.40069 11.04167 6.81191 -0.23 -0.20 0.40
H -1.43721 7.27268 6.05148 0.13 -0.25 0.17
H -3.40981 9.76691 10.75453 0.29 -0.50 0.29
H 0.23792 10.86523 11.19735 -0.37 -0.29 -0.31
H 1.10780 12.12575 7.55028 0.04 -0.27 0.12
H -1.87364 11.14751 17.35691 -0.24 0.41 -0.15
H -8.56446 12.79532 5.28712 -0.15 -0.07 0.34
H -5.46273 17.71100 10.42790 0.67 0.11 -0.56
H 0.09469 8.68184 11.35854 -0.02 -0.54 -0.89
H -2.12403 16.61518 9.56753 -0.09 0.12 0.40
H 1.58320 17.00608 9.51375 0.13 0.47 0.45
H -8.59221 13.73683 7.44742 0.40 -0.02 0.10
H -2.31091 12.43152 5.36738 -0.03 0.33 0.01
H -4.34000 7.77966 6.85915 -0.04 -0.42 0.11
H 4.74865 11.11810 10.16526 0.17 -0.14 -0.06
H -4.18465 11.20770 13.74297 -0.14 -0.04 -0.24
H -1.74532 14.07515 13.43346 0.22 0.07 0.41
H -0.37942 18.19088 4.92545 0.00 -0.18 0.20
H -1.76787 9.08139 10.14689 -0.11 -0.08 0.59
H -0.84565 10.31633 16.27341 0.31 0.08 -0.19
H 3.14831 16.31095 9.99057 0.06 0.23 0.47
H 2.19245 15.45462 8.16365 -0.28 -0.36 -0.51
H 2.35924 11.45420 10.45382 -0.49 -0.18 0.20
H -3.73915 13.13536 12.37432 -0.03 0.64 -1.09
H 0.36757 15.35073 1.99876 0.24 0.34 0.31
```
Positions in Å, forces in eV/Å.

Output
* molecular weight: 1029.3 g/mol
* charge: +1
* E_tot: -157257.9899 eV
* 2S+1: 2
* gap between HOMO and LUMO (spin up / spin down): 10.338 / 3.089 eV


This record from the Open Molecules 2025 dataset describes a single C5H6O molecule in a non-equilibrium geometry. The level of theory is ωB97M-V with the def2-TZVPD basis set.

```
12
Properties=species:S:1:pos:R:3:forces:R:3
O -0.77122 -1.17981 -1.09321 1.44 -0.29 -0.26
C -2.46873 -0.40164 -0.52791 -1.04 1.07 0.73
C -0.75978 -0.13094 -0.40349 0.53 -0.94 -0.07
C 1.69732 -0.16446 0.10245 0.06 -0.02 -0.01
C -1.93650 0.76031 -0.49100 -1.01 -0.19 -0.17
C 0.29870 0.12994 0.64273 -0.10 0.09 -0.07
H 2.43890 0.06258 0.87211 -0.04 -0.07 -0.10
H 1.79626 -1.21379 -0.18823 -0.04 0.16 0.05
H 1.92059 0.45383 -0.77335 -0.05 -0.08 0.13
H -3.03995 -1.29497 -0.30911 0.18 0.30 -0.13
H 0.19985 1.17118 0.95633 0.06 -0.15 0.07
H 0.07397 -0.51279 1.50560 0.02 0.12 -0.16
```
Positions in Å, forces in eV/Å.

Output
* molecular weight: 82.1 g/mol
* charge: 0
* E_tot: -7324.7240 eV
* energy above the lowest of the compared OMol25 structures with the same formula, charge and spin: 105.2 kcal per mole
* 2S+1: 1
* gap between HOMO and LUMO: 10.094 eV


This record from the Open Molecules 2025 dataset describes a single C5H10O molecule in a non-equilibrium geometry. The level of theory is ωB97M-V with the def2-TZVPD basis set.

```
16
Properties=species:S:1:pos:R:3:forces:R:3
O 1.47154 0.67999 0.84665 0.48 0.31 0.03
C 0.32169 -1.41116 0.63200 0.62 -1.18 0.07
C -0.76065 0.40434 1.71926 0.22 0.63 0.03
C 0.59760 0.23541 -1.95245 0.05 -0.05 0.02
C -0.33412 0.43232 -0.76828 0.17 0.65 0.05
C 0.39803 0.01715 0.65054 -1.76 -0.43 -0.19
H -0.51882 1.49756 -0.60159 -0.03 -0.10 -0.12
H -0.41103 0.13766 2.71724 -0.05 -0.01 -0.14
H 0.71366 -0.82231 -2.21268 -0.01 0.16 0.06
H -1.73433 -0.04769 1.51749 0.25 0.00 -0.09
H 1.20556 -2.03074 0.78830 -0.16 0.09 -0.04
H -1.29443 -0.07532 -0.90126 0.21 -0.01 0.20
H 0.20635 0.76049 -2.83093 0.05 -0.08 0.13
H -0.81453 1.49140 1.63857 -0.12 -0.09 0.11
H 1.57867 0.64791 -1.70533 -0.10 -0.05 -0.13
H -0.62519 -1.91701 0.46247 0.16 0.17 0.02
```
Positions in Å, forces in eV/Å.

Output
* molecular weight: 86.1 g/mol
* charge: 0
* E_tot: -7390.5607 eV
* energy above the lowest of the compared OMol25 structures with the same formula, charge and spin: 97.0 kcal per mole
* 2S+1: 1
* gap between HOMO and LUMO (spin up / spin down): 8.928 / 6.772 eV